1.
{"formula": "C50H49N9OP2ReSSe2", "method": "the ωB97M-V functional and the def2-TZVPD basis", "homo_ev": [-11.5, -11.4], "relative_energy_kcal_mol": 0.0, "multiplicity": 4, "e_tot_ev": -230326.10001, "total_charge": 2, "orbital_gap_ev": [7.0063, 4.7109], "mol_weight_g_mol": 1230.1, "s_squared": 3.773, "elements": ["Re", "Se", "P", "C", "C", "C", "C", "C", "C", "C", "C", "C", "C", "C", "C", "C", "C", "N", "N", "N", "P", "Se", "C", "C", "C", "C", "C", "C", "C", "C", "C", "C", "C", "C", "H", "H", "H", "H", "H", "H", "H", "H", "H", "H", "H", "H", "H", "H", "H", "H", "H", "H", "H", "H", "C", "C", "C", "O", "C", "H", "H", "H", "H", "H", "H", "H", "H", "N", "S", "C", "C", "C", "C", "C", "C", "C", "C", "C", "C", "C", "C", "H", "H", "H", "H", "H", "H", "H", "H", "H", "H", "H", "N", "C", "N", "C", "N", "N", "C", "N", "C", "C", "C", "C", "C", "H", "H", "H", "H", "H", "H", "H", "H", "H", "H"], "positions_angstrom": [[-0.347, -0.240, -0.237], [-6.255, 3.522, 1.420], [-5.512, 1.739, 2.220], [-5.175, 1.881, 3.996], [-5.695, 1.007, 4.944], [-5.438, 1.210, 6.294], [-4.661, 2.285, 6.698], [-4.145, 3.165, 5.753], [-4.407, 2.971, 4.408], [-6.608, 0.329, 1.951], [-7.868, 0.389, 2.549], [-8.802, -0.600, 2.297], [-8.496, -1.643, 1.431], [-7.254, -1.692, 0.819], [-6.309, -0.710, 1.080], [-3.897, 1.316, 1.423], [-2.921, 0.320, 1.425], [-2.008, 0.704, 0.487], [-2.409, 1.859, -0.056], [-3.518, 2.221, 0.480], [-2.462, -1.173, 2.328], [-1.228, -2.337, 0.938], [-3.872, -2.157, 2.809], [-4.528, -1.831, 3.993], [-5.620, -2.584, 4.396], [-6.034, -3.669, 3.638], [-5.362, -4.007, 2.471], [-4.283, -3.251, 2.048], [-1.520, -0.688, 3.767], [-0.415, -1.444, 4.164], [0.278, -1.090, 5.307], [-0.121, 0.017, 6.049], [-1.214, 0.770, 5.650], [-1.918, 0.425, 4.505], [-6.311, 0.174, 4.635], [-5.857, 0.537, 7.031], [-4.470, 2.449, 7.751], [-3.558, 4.017, 6.069], [-4.045, 3.678, 3.671], [-8.126, 1.227, 3.186], [-9.778, -0.547, 2.761], [-9.233, -2.408, 1.225], [-7.019, -2.497, 0.135], [-5.345, -0.749, 0.586], [-4.182, -1.015, 4.609], [-6.132, -2.337, 5.317], [-6.877, -4.263, 3.966], [-5.677, -4.864, 1.892], [-3.762, -3.517, 1.138], [-0.098, -2.302, 3.584], [1.145, -1.659, 5.611], [0.443, 0.301, 6.927], [-1.518, 1.637, 6.220], [-2.753, 1.037, 4.188], [2.627, -2.462, -2.592], [3.352, -1.217, -2.063], [2.735, -1.019, -0.702], [1.317, -1.322, -0.944], [1.267, -2.446, -1.889], [3.174, -3.365, -2.330], [2.519, -2.440, -3.674], [3.150, -0.348, -2.690], [4.429, -1.357, -2.003], [2.795, -0.016, -0.294], [3.099, -1.739, 0.033], [0.425, -2.265, -2.549], [1.085, -3.348, -1.304], [0.071, 1.548, -1.187], [1.497, 2.172, -1.614], [1.739, 3.617, -0.590], [2.676, 4.563, -0.988], [2.917, 5.645, -0.159], [2.231, 5.772, 1.043], [1.300, 4.818, 1.423], [1.049, 3.724, 0.606], [1.288, 2.904, -3.213], [2.180, 2.528, -4.207], [2.051, 3.091, -5.470], [1.037, 4.003, -5.717], [0.147, 4.368, -4.710], [0.271, 3.823, -3.445], [-0.704, 2.216, -1.135], [3.202, 4.468, -1.929], [3.640, 6.393, -0.454], [2.423, 6.622, 1.683], [0.765, 4.920, 2.357], [0.321, 2.977, 0.895], [2.972, 1.820, -3.996], [2.745, 2.822, -6.254], [0.941, 4.444, -6.700], [-0.633, 5.089, -4.911], [-0.401, 4.123, -2.650], [2.932, 0.635, 5.282], [2.616, 0.873, 4.200], [2.263, 1.213, 2.970], [1.478, 0.679, 2.179], [0.767, 0.293, 1.314], [-1.497, -0.733, -1.915], [-2.114, -0.827, -2.893], [-2.828, -0.905, -3.958], [-2.316, -1.532, -5.199], [-3.339, -2.528, -5.721], [-4.704, -1.864, -5.884], [-5.177, -1.265, -4.561], [-4.166, -0.264, -4.028], [-1.358, -2.000, -4.975], [-2.148, -0.731, -5.923], [-3.412, -3.366, -5.022], [-2.982, -2.929, -6.670], [-5.431, -2.589, -6.248], [-4.639, -1.076, -6.641], [-5.320, -2.058, -3.822], [-6.134, -0.758, -4.683], [-4.421, 0.101, -3.034], [-4.077, 0.597, -4.696]], "forces_ev_per_angstrom": [[-0.1, 0.1, 0.4], [0.0, -0.1, 0.1], [-0.1, 0.4, -0.2], [0.1, -0.1, 0.0], [0.0, 0.0, 0.0], [0.0, 0.0, 0.0], [0.0, 0.0, 0.0], [0.0, 0.0, 0.0], [0.0, 0.0, 0.0], [0.1, 0.0, 0.1], [0.0, 0.0, 0.0], [0.0, 0.0, 0.0], [0.0, 0.0, 0.0], [0.0, 0.0, 0.0], [0.0, 0.0, 0.0], [-0.1, -0.2, 0.0], [0.1, 0.0, 0.1], [-0.2, 0.1, 0.1], [0.0, -0.1, -0.1], [0.1, 0.1, 0.0], [-0.1, 0.0, 0.0], [0.0, 0.0, 0.0], [0.1, -0.1, 0.0], [0.0, -0.1, 0.0], [0.0, 0.0, 0.0], [0.0, 0.0, 0.0], [0.0, 0.0, 0.0], [0.0, 0.0, 0.0], [0.1, 0.1, 0.0], [-0.1, -0.1, 0.1], [0.0, 0.0, 0.0], [0.0, 0.0, 0.0], [0.0, 0.0, 0.0], [0.0, 0.1, -0.1], [0.0, 0.0, 0.0], [0.0, 0.0, 0.0], [0.0, 0.0, 0.0], [0.0, 0.0, 0.0], [0.0, 0.0, 0.0], [0.0, 0.0, 0.0], [0.0, 0.0, 0.0], [0.0, 0.0, 0.0], [0.0, 0.0, 0.0], [0.0, 0.0, 0.0], [0.0, 0.0, 0.0], [0.0, 0.0, 0.0], [0.0, 0.0, 0.0], [0.0, 0.0, 0.0], [0.0, 0.0, 0.0], [0.0, 0.0, 0.0], [0.0, 0.0, 0.0], [0.0, 0.0, 0.0], [0.0, 0.0, 0.0], [0.0, 0.0, 0.0], [0.0, 0.0, 0.0], [0.0, 0.0, 0.0], [0.0, -0.1, 0.1], [0.2, 0.1, -0.3], [0.0, -0.1, 0.0], [0.0, 0.0, 0.0], [0.0, 0.0, 0.0], [0.0, 0.0, 0.0], [0.0, 0.0, 0.0], [0.0, 0.0, 0.0], [0.0, 0.0, 0.0], [0.0, 0.0, 0.0], [0.0, 0.0, 0.0], [0.1, 0.0, -0.1], [0.0, 0.1, 0.1], [0.0, 0.0, 0.0], [0.0, 0.0, 0.0], [0.0, 0.0, 0.0], [0.0, 0.0, 0.0], [0.0, 0.0, 0.0], [0.0, 0.0, 0.0], [0.0, 0.0, 0.0], [0.0, 0.0, 0.0], [0.0, 0.0, 0.0], [0.0, 0.0, 0.0], [0.0, 0.0, 0.0], [0.0, 0.0, 0.0], [0.0, 0.0, -0.1], [0.0, 0.0, 0.0], [0.0, 0.0, 0.0], [0.0, 0.0, 0.0], [0.0, 0.0, 0.0], [0.0, 0.0, 0.0], [0.0, 0.0, 0.0], [0.0, 0.0, 0.0], [0.0, 0.0, 0.0], [0.0, 0.0, 0.0], [0.0, 0.0, 0.0], [0.1, 0.0, 0.0], [-0.1, 0.0, 0.0], [0.0, 0.1, -0.1], [0.0, 0.1, 0.1], [-0.1, -0.1, -0.2], [0.2, -0.1, -0.1], [-0.1, 0.2, 0.1], [0.0, -0.1, -0.1], [0.0, 0.0, 0.0], [0.0, 0.0, 0.0], [0.0, 0.0, 0.0], [0.0, 0.0, 0.0], [0.0, 0.0, 0.0], [0.0, 0.0, 0.0], [0.0, 0.0, 0.0], [0.0, 0.0, 0.0], [0.0, 0.0, 0.0], [0.0, 0.0, 0.0], [0.0, 0.0, 0.0], [0.0, 0.0, 0.0], [0.0, 0.0, 0.0], [0.0, 0.0, 0.0], [0.0, 0.0, 0.0]]}

***

2.
{"formula": "C39H42Cl2F5N2STi", "method": "the ωB97M-V functional and the def2-TZVPD basis", "homo_ev": [-3.6, -5.0], "relative_energy_kcal_mol": 3.6, "multiplicity": 3, "e_tot_ev": -116693.05513, "total_charge": -1, "orbital_gap_ev": [6.2082, 7.6376], "mol_weight_g_mol": 784.6, "s_squared": 2.008, "elements": ["Ti", "C", "C", "C", "C", "C", "C", "C", "C", "C", "C", "C", "C", "N", "C", "C", "C", "C", "C", "C", "C", "N", "C", "C", "C", "C", "C", "C", "C", "C", "C", "C", "C", "C", "H", "H", "H", "H", "H", "H", "H", "H", "H", "H", "H", "H", "H", "H", "H", "H", "H", "H", "H", "H", "H", "H", "H", "H", "H", "H", "H", "H", "H", "H", "H", "H", "H", "H", "H", "H", "H", "H", "H", "Cl", "C", "C", "C", "C", "C", "Cl", "C", "S", "H", "H", "H", "F", "C", "F", "C", "F", "F", "F"], "positions_angstrom": [[0.003, -0.202, 0.074], [3.649, -2.497, -1.150], [3.388, -1.512, -2.291], [2.020, -1.651, -2.956], [3.635, -0.052, -1.961], [4.502, 0.621, -2.819], [4.779, 1.966, -2.675], [4.177, 2.664, -1.649], [3.303, 2.042, -0.760], [2.736, 2.874, 0.376], [3.741, 2.963, 1.530], [2.331, 4.276, -0.088], [3.029, 0.673, -0.920], [2.164, 0.034, 0.063], [2.823, -0.348, 1.110], [2.341, -0.850, 2.372], [3.356, -1.393, 3.190], [3.142, -1.789, 4.483], [1.862, -1.586, 5.020], [0.857, -1.042, 4.269], [1.018, -0.694, 2.894], [-0.019, -0.206, 2.163], [-1.078, 0.381, 2.936], [-0.876, 1.665, 3.485], [-1.877, 2.246, 4.256], [-3.075, 1.597, 4.489], [-3.275, 0.345, 3.941], [-2.298, -0.280, 3.170], [-2.562, -1.682, 2.664], [-4.034, -1.930, 2.331], [-2.090, -2.735, 3.672], [0.407, 2.449, 3.286], [1.199, 2.559, 4.592], [0.120, 3.837, 2.716], [3.578, -3.518, -1.529], [2.932, -2.412, -0.342], [4.656, -2.349, -0.751], [4.131, -1.753, -3.058], [1.230, -1.252, -2.324], [1.773, -2.693, -3.159], [2.006, -1.090, -3.893], [4.965, 0.061, -3.623], [5.458, 2.464, -3.356], [4.392, 3.716, -1.525], [1.833, 2.384, 0.737], [4.685, 3.391, 1.181], [3.955, 1.984, 1.962], [3.354, 3.602, 2.326], [1.700, 4.223, -0.974], [1.759, 4.776, 0.692], [3.202, 4.899, -0.305], [3.913, -0.275, 1.068], [4.348, -1.486, 2.760], [3.938, -2.214, 5.079], [1.660, -1.857, 6.051], [-0.111, -0.879, 4.721], [-1.714, 3.229, 4.680], [-3.848, 2.066, 5.087], [-4.212, -0.167, 4.119], [-1.977, -1.807, 1.758], [-4.633, -2.038, 3.239], [-4.132, -2.854, 1.763], [-4.457, -1.118, 1.739], [-2.563, -2.566, 4.644], [-1.009, -2.712, 3.803], [-2.361, -3.734, 3.326], [1.021, 1.911, 2.563], [0.622, 3.100, 5.348], [2.132, 3.105, 4.427], [1.447, 1.576, 4.993], [-0.531, 4.415, 3.375], [-0.356, 3.767, 1.737], [1.049, 4.399, 2.608], [-2.740, -0.100, -0.436], [-3.085, 1.596, -0.213], [-4.378, 1.932, 0.137], [-4.712, 3.266, 0.307], [-3.744, 4.235, 0.109], [-2.457, 3.867, -0.244], [-1.304, 5.150, -0.488], [-2.057, 2.530, -0.406], [-0.412, 2.096, -0.798], [-5.110, 1.148, 0.277], [-5.718, 3.546, 0.591], [-3.974, 5.285, 0.230], [0.850, -3.185, -0.794], [-0.360, -2.473, -0.746], [-0.794, -2.457, -2.084], [-1.283, -3.528, -0.131], [-2.571, -3.128, -0.144], [-0.945, -3.782, 1.146], [-1.256, -4.713, -0.775]], "forces_ev_per_angstrom": [[-0.5, -0.3, -0.4], [0.0, 0.0, 0.0], [0.0, 0.0, 0.0], [0.0, 0.0, 0.0], [0.0, 0.0, 0.0], [0.0, 0.0, 0.0], [0.0, 0.0, 0.0], [0.0, 0.0, 0.0], [0.0, 0.0, 0.0], [0.0, 0.0, 0.0], [0.0, 0.0, 0.0], [0.0, 0.0, 0.0], [-0.1, 0.0, 0.0], [0.3, 0.1, 0.0], [0.0, -0.1, 0.1], [0.0, 0.0, -0.1], [0.0, 0.0, 0.0], [0.0, 0.0, 0.0], [0.0, 0.0, 0.0], [0.0, 0.1, 0.0], [0.0, 0.0, 0.1], [0.1, 0.0, 0.3], [0.0, 0.1, 0.0], [0.0, 0.0, 0.0], [0.0, 0.0, 0.0], [0.0, 0.0, 0.0], [0.0, 0.0, 0.0], [0.0, 0.0, 0.0], [0.0, 0.0, 0.0], [0.0, 0.0, 0.0], [0.0, 0.0, 0.0], [0.0, 0.0, 0.0], [0.0, 0.0, 0.0], [0.0, 0.0, 0.0], [0.0, 0.0, 0.0], [0.0, 0.0, 0.0], [0.0, 0.0, 0.0], [0.0, 0.0, 0.0], [0.0, 0.0, 0.0], [0.0, 0.0, 0.0], [0.0, 0.0, 0.0], [0.0, 0.0, 0.0], [0.0, 0.0, 0.0], [0.0, 0.0, 0.0], [0.0, 0.0, 0.0], [0.0, 0.0, 0.0], [0.0, 0.0, 0.0], [0.0, 0.0, 0.0], [0.0, 0.0, 0.0], [0.0, 0.0, 0.0], [0.0, 0.0, 0.0], [0.0, 0.0, 0.0], [0.0, 0.0, 0.0], [0.0, 0.0, 0.0], [0.0, 0.0, 0.0], [0.0, 0.0, 0.0], [0.0, 0.0, 0.0], [0.0, 0.0, 0.0], [0.0, 0.0, 0.0], [0.0, 0.0, 0.0], [0.0, 0.0, 0.0], [0.0, 0.0, 0.0], [0.0, 0.0, 0.0], [0.0, 0.0, 0.0], [0.0, 0.0, 0.0], [0.0, 0.0, 0.0], [0.0, 0.0, 0.0], [0.0, 0.0, 0.0], [0.0, 0.0, 0.0], [0.0, 0.0, 0.0], [0.0, 0.0, 0.0], [0.0, 0.0, 0.0], [0.0, 0.0, 0.0], [0.1, 0.0, 0.1], [0.0, 0.0, 0.0], [0.0, 0.0, 0.0], [0.0, 0.0, 0.0], [0.0, 0.0, 0.0], [0.0, 0.0, 0.0], [0.0, 0.0, 0.0], [0.0, 0.0, 0.0], [0.0, 0.0, -0.1], [0.0, 0.0, 0.0], [0.0, 0.0, 0.0], [0.0, 0.0, 0.0], [0.0, 0.0, 0.1], [0.0, 0.1, 0.1], [-0.1, 0.1, 0.0], [0.0, 0.0, -0.1], [0.0, 0.0, 0.0], [0.0, 0.0, 0.0], [0.0, 0.0, 0.0]]}

***

3.
{"formula": "C4H8O5PtSSe2Te2", "method": "the ωB97M-V functional and the def2-TZVPD basis", "homo_ev": -1.0, "relative_energy_kcal_mol": 0.0, "e_tot_ev": -173879.71943, "total_charge": -2, "orbital_gap_ev": 5.2148, "mol_weight_g_mol": 776.4, "elements": ["Pt", "Se", "Te", "Te", "Se", "O", "S", "O", "O", "O", "C", "C", "C", "O", "C", "H", "H", "H", "H", "H", "H", "H", "H"], "positions_angstrom": [[-2.072, 0.472, 1.561], [-0.054, 0.973, 2.786], [0.140, -0.643, 4.714], [-0.167, -2.769, 3.101], [-2.311, -1.869, 2.111], [-2.371, 2.403, 0.773], [-3.779, 2.093, 0.244], [-4.785, 2.584, 1.184], [-3.737, 0.554, 0.275], [-3.948, 2.583, -1.111], [2.255, -0.426, -2.175], [2.630, -0.988, -0.805], [1.267, -1.113, -0.118], [0.421, -0.148, -0.747], [1.106, 0.501, -1.796], [1.894, -1.224, -2.829], [3.074, 0.092, -2.677], [3.256, -0.270, -0.269], [3.163, -1.938, -0.850], [1.297, -0.914, 0.954], [0.828, -2.106, -0.265], [1.492, 1.472, -1.455], [0.399, 0.684, -2.607]], "forces_ev_per_angstrom": [[0.1, 0.0, -0.2], [0.0, 0.1, 0.0], [0.0, 0.1, 0.0], [0.0, -0.1, 0.0], [-0.1, 0.1, 0.0], [0.1, -0.1, 0.1], [-0.5, 0.1, 0.5], [0.3, -0.1, -0.5], [0.1, 0.0, 0.1], [0.1, -0.1, 0.1], [0.0, 0.0, 0.0], [0.0, 0.0, 0.1], [0.0, 0.1, 0.0], [0.0, -0.1, -0.1], [0.0, 0.0, 0.0], [0.0, 0.0, 0.0], [0.0, 0.0, 0.0], [0.0, 0.0, 0.0], [0.0, 0.0, 0.0], [0.0, 0.0, -0.1], [0.0, 0.0, 0.0], [0.0, 0.0, 0.0], [0.0, 0.0, 0.0]]}